{
  "formula": "C99H204F18N9O14S2",
  "method": "the ωB97M-V functional and the def2-TZVPD basis",
  "elements": ["C", "C", "C", "N", "C", "C", "C", "C", "C", "C", "H", "H", "H", "H", "H", "H", "H", "H", "H", "H", "H", "H", "H", "H", "H", "H", "H", "H", "H", "H", "C", "C", "C", "N", "C", "C", "C", "C", "C", "C", "H", "H", "H", "H", "H", "H", "H", "H", "H", "H", "H", "H", "H", "H", "H", "H", "H", "H", "H", "H", "C", "C", "C", "N", "C", "C", "C", "C", "C", "C", "H", "H", "H", "H", "H", "H", "H", "H", "H", "H", "H", "H", "H", "H", "H", "H", "H", "H", "H", "H", "C", "C", "C", "N", "C", "C", "C", "C", "C", "C", "H", "H", "H", "H", "H", "H", "H", "H", "H", "H", "H", "H", "H", "H", "H", "H", "H", "H", "H", "H", "C", "C", "C", "N", "C", "C", "C", "C", "C", "C", "H", "H", "H", "H", "H", "H", "H", "H", "H", "H", "H", "H", "H", "H", "H", "H", "H", "H", "H", "H", "C", "C", "C", "N", "C", "C", "C", "C", "C", "C", "H", "H", "H", "H", "H", "H", "H", "H", "H", "H", "H", "H", "H", "H", "H", "H", "H", "H", "H", "H", "C", "C", "C", "N", "C", "C", "C", "C", "C", "C", "H", "H", "H", "H", "H", "H", "H", "H", "H", "H", "H", "H", "H", "H", "H", "H", "H", "H", "H", "H", "C", "C", "C", "N", "C", "C", "C", "C", "C", "C", "H", "H", "H", "H", "H", "H", "H", "H", "H", "H", "H", "H", "H", "H", "H", "H", "H", "H", "H", "H", "C", "C", "C", "N", "C", "C", "C", "C", "C", "C", "H", "H", "H", "H", "H", "H", "H", "H", "H", "H", "H", "H", "H", "H", "H", "H", "H", "H", "H", "H", "C", "O", "O", "C", "F", "F", "F", "C", "C", "H", "H", "H", "H", "H", "H", "C", "O", "O", "C", "F", "F", "F", "C", "C", "H", "H", "H", "H", "H", "H", "C", "O", "O", "C", "F", "F", "F", "C", "C", "H", "H", "H", "H", "H", "H", "C", "O", "O", "C", "F", "F", "F", "C", "C", "H", "H", "H", "H", "H", "H", "C", "F", "F", "F", "S", "O", "O", "O", "C", "F", "F", "F", "S", "O", "O", "O"],
  "positions_angstrom": [[-3.110, 10.440, 0.504], [-4.112, 9.744, 1.427], [-4.878, 8.767, 0.522], [-5.391, 7.487, 1.219], [-6.003, 6.687, 0.131], [-6.416, 5.245, 0.684], [-5.229, 4.497, 1.256], [-4.568, 5.354, 2.325], [-4.130, 6.704, 1.796], [-6.376, 7.787, 2.241], [-2.406, 9.787, -0.054], [-2.561, 11.227, 0.965], [-3.600, 10.873, -0.334], [-4.768, 10.548, 1.841], [-3.713, 9.220, 2.247], [-4.238, 8.359, -0.247], [-5.814, 9.169, 0.120], [-5.207, 6.400, -0.526], [-6.705, 7.341, -0.340], [-6.848, 4.618, -0.075], [-7.209, 5.422, 1.352], [-4.515, 4.225, 0.474], [-5.603, 3.619, 1.781], [-3.871, 4.796, 2.968], [-5.382, 5.573, 3.046], [-3.492, 6.651, 0.897], [-3.659, 7.429, 2.481], [-6.776, 6.855, 2.627], [-7.166, 8.393, 1.785], [-5.924, 8.368, 3.038], [2.318, -4.012, -8.312], [1.565, -3.402, -6.996], [0.869, -4.534, -6.448], [-0.125, -4.171, -5.331], [-0.816, -5.451, -4.878], [-1.395, -5.321, -3.501], [-0.290, -4.964, -2.534], [0.195, -3.604, -2.900], [0.767, -3.625, -4.270], [-1.272, -3.277, -5.775], [2.876, -4.944, -8.032], [3.065, -3.336, -8.723], [1.662, -4.382, -9.024], [0.933, -2.542, -7.223], [2.341, -3.031, -6.310], [1.519, -5.293, -6.093], [0.219, -4.971, -7.250], [-0.060, -6.171, -4.887], [-1.586, -5.736, -5.637], [-1.792, -6.287, -3.230], [-2.245, -4.662, -3.499], [0.506, -5.716, -2.509], [-0.664, -4.868, -1.552], [0.974, -3.296, -2.196], [-0.560, -2.803, -2.773], [1.646, -4.259, -4.253], [1.020, -2.648, -4.630], [-0.963, -2.998, -6.748], [-1.339, -2.442, -5.091], [-2.152, -3.922, -5.875], [-2.907, -0.195, 1.282], [-1.971, -0.234, 0.059], [-0.822, 0.844, 0.302], [0.284, 0.903, -0.792], [-0.359, 1.394, -2.004], [0.506, 1.757, -3.184], [1.567, 2.757, -2.773], [2.285, 2.203, -1.532], [1.321, 1.834, -0.380], [0.876, -0.417, -1.134], [-2.354, -0.249, 2.261], [-3.631, -1.018, 1.273], [-3.541, 0.698, 1.333], [-2.415, -0.035, -0.936], [-1.515, -1.189, -0.085], [-0.271, 0.560, 1.248], [-1.335, 1.777, 0.404], [-0.976, 2.187, -1.612], [-1.069, 0.620, -2.421], [-0.077, 2.060, -4.090], [0.826, 0.765, -3.490], [1.021, 3.687, -2.415], [2.215, 2.827, -3.644], [3.014, 2.880, -1.133], [2.886, 1.319, -1.898], [0.809, 2.716, 0.024], [1.851, 1.385, 0.415], [0.053, -0.996, -1.478], [1.343, -0.774, -0.195], [1.602, -0.297, -1.925], [-5.030, -2.995, 4.707], [-3.654, -2.269, 4.609], [-2.560, -3.298, 4.730], [-1.196, -2.753, 4.811], [-0.245, -3.962, 4.791], [1.190, -3.642, 4.483], [1.339, -2.712, 3.307], [0.614, -1.440, 3.603], [-0.861, -1.773, 3.698], [-1.012, -1.997, 6.057], [-5.115, -3.625, 5.602], [-5.187, -3.655, 3.838], [-5.757, -2.236, 4.807], [-3.591, -1.554, 5.433], [-3.534, -1.720, 3.668], [-2.604, -3.827, 3.755], [-2.715, -4.027, 5.566], [-0.586, -4.720, 4.018], [-0.350, -4.458, 5.773], [1.674, -4.593, 4.280], [1.790, -3.307, 5.388], [0.985, -3.161, 2.370], [2.377, -2.531, 3.123], [0.787, -0.643, 2.878], [1.015, -1.059, 4.550], [-1.108, -2.271, 2.780], [-1.502, -0.911, 3.884], [-0.026, -1.569, 6.102], [-1.169, -2.589, 6.943], [-1.716, -1.211, 6.056], [3.313, 5.772, 1.735], [2.418, 5.515, 2.941], [1.365, 4.546, 2.467], [0.344, 4.301, 3.501], [0.959, 3.788, 4.771], [-0.050, 3.459, 5.884], [-0.955, 4.661, 6.192], [-1.507, 5.345, 4.875], [-0.404, 5.547, 3.874], [-0.671, 3.361, 2.940], [2.729, 6.118, 0.857], [3.818, 4.881, 1.436], [4.027, 6.560, 1.937], [1.976, 6.432, 3.391], [2.984, 5.086, 3.817], [1.949, 3.565, 2.345], [0.786, 4.857, 1.624], [1.674, 4.527, 5.060], [1.545, 2.884, 4.473], [0.536, 3.138, 6.826], [-0.678, 2.543, 5.607], [-0.294, 5.436, 6.664], [-1.747, 4.385, 6.830], [-1.882, 6.331, 5.080], [-2.360, 4.739, 4.396], [0.326, 6.193, 4.323], [-0.871, 6.021, 3.009], [-1.029, 3.865, 2.054], [-1.461, 3.006, 3.642], [-0.073, 2.514, 2.590], [3.638, 0.645, -12.020], [2.534, 1.638, -11.778], [2.536, 2.220, -10.371], [1.586, 3.336, -10.082], [0.135, 2.860, -10.105], [-0.850, 3.925, -9.667], [-0.515, 4.378, -8.224], [0.860, 4.977, -8.208], [1.919, 3.979, -8.647], [1.926, 4.382, -11.128], [4.591, 1.146, -12.178], [3.330, 0.144, -12.965], [3.689, -0.066, -11.257], [1.601, 1.024, -11.854], [2.663, 2.352, -12.523], [3.504, 2.647, -10.140], [2.324, 1.439, -9.657], [0.095, 1.981, -9.430], [-0.022, 2.571, -11.155], [-1.833, 3.445, -9.619], [-0.819, 4.807, -10.293], [-0.490, 3.555, -7.472], [-1.226, 5.029, -7.714], [1.165, 5.420, -7.218], [0.777, 5.899, -8.814], [2.027, 3.173, -7.927], [2.921, 4.385, -8.767], [2.984, 4.260, -11.453], [1.838, 5.340, -10.679], [1.331, 4.287, -12.029], [9.004, 0.771, 3.845], [8.977, -0.163, 2.602], [8.423, 0.570, 1.448], [8.318, -0.221, 0.138], [7.337, -1.382, 0.258], [7.006, -2.057, -1.083], [6.580, -1.048, -2.183], [7.578, 0.132, -2.255], [7.702, 0.776, -0.847], [9.684, -0.647, -0.316], [9.318, 0.153, 4.676], [8.020, 1.154, 4.116], [9.642, 1.658, 3.725], [8.405, -1.078, 2.830], [9.993, -0.471, 2.417], [9.090, 1.397, 1.182], [7.469, 0.982, 1.655], [6.490, -0.991, 0.787], [7.809, -2.156, 0.853], [6.189, -2.765, -0.911], [7.896, -2.622, -1.411], [5.680, -0.620, -1.876], [6.572, -1.508, -3.205], [7.148, 0.931, -2.907], [8.570, -0.246, -2.466], [6.756, 0.998, -0.316], [8.365, 1.659, -0.846], [10.171, -1.444, 0.304], [10.348, 0.168, -0.310], [9.607, -0.934, -1.349], [5.008, -9.623, 0.769], [3.923, -8.845, 1.548], [2.467, -9.551, 1.455], [1.241, -8.656, 1.458], [0.094, -9.565, 1.331], [-0.210, -10.374, 2.552], [-0.436, -9.475, 3.757], [0.883, -8.733, 3.966], [1.098, -7.883, 2.739], [1.381, -7.830, 0.211], [4.715, -9.603, -0.281], [4.958, -10.666, 1.027], [6.009, -9.225, 0.823], [3.877, -7.718, 1.323], [4.101, -8.842, 2.629], [2.360, -10.370, 2.180], [2.396, -10.216, 0.610], [0.293, -10.278, 0.475], [-0.835, -8.959, 1.096], [0.609, -11.096, 2.689], [-1.070, -10.900, 2.288], [-0.762, -10.009, 4.611], [-1.270, -8.787, 3.581], [1.584, -9.550, 4.103], [0.968, -8.093, 4.857], [2.056, -7.355, 2.791], [0.315, -7.175, 2.563], [2.102, -7.091, 0.408], [0.487, -7.265, 0.056], [1.691, -8.498, -0.549], [-5.089, 1.762, -1.158], [-6.248, 1.325, -0.281], [-6.443, -0.162, -0.306], [-7.386, -0.728, 0.741], [-8.698, -0.204, 0.667], [-9.532, -0.547, -0.549], [-9.696, -2.046, -0.700], [-8.240, -2.622, -0.739], [-7.529, -2.256, 0.585], [-6.753, -0.441, 2.075], [-5.073, 1.450, -2.223], [-4.136, 1.471, -0.623], [-5.161, 2.860, -1.063], [-7.170, 1.881, -0.553], [-6.025, 1.597, 0.764], [-5.541, -0.719, -0.117], [-6.701, -0.587, -1.324], [-8.650, 0.885, 0.729], [-9.114, -0.554, 1.650], [-9.107, -0.009, -1.385], [-10.508, -0.098, -0.321], [-10.331, -2.478, -1.446], [-10.127, -2.427, 0.237], [-7.669, -2.404, -1.646], [-8.283, -3.768, -0.806], [-6.476, -2.527, 0.542], [-8.046, -2.547, 1.464], [-6.802, 0.663, 2.244], [-5.782, -0.980, 2.045], [-7.393, -0.909, 2.873], [-3.202, 1.356, 5.170], [-3.394, 0.677, 6.399], [-2.438, 0.738, 4.358], [-4.553, 1.584, 4.506], [-5.543, 2.131, 5.245], [-4.360, 2.441, 3.499], [-5.135, 0.461, 3.992], [-3.643, 1.422, 7.613], [-2.886, 0.860, 8.791], [-3.169, 1.441, 9.694], [-3.063, -0.228, 9.039], [-1.755, 0.904, 8.699], [-4.741, 1.439, 7.707], [-3.485, 2.484, 7.366], [-2.772, 2.298, 5.405], [-0.865, 5.012, -0.578], [-0.953, 6.059, 0.453], [-1.157, 3.860, -0.020], [-2.005, 5.205, -1.740], [-1.830, 6.216, -2.667], [-2.074, 4.077, -2.457], [-3.237, 5.371, -1.169], [-0.195, 7.246, 0.123], [-0.061, 8.198, 1.344], [0.330, 9.168, 1.022], [-1.090, 8.414, 1.679], [0.533, 7.904, 2.235], [-0.621, 7.769, -0.757], [0.800, 6.918, -0.257], [0.145, 5.263, -1.033], [3.330, 0.760, 3.194], [3.938, 1.099, 4.477], [2.209, 1.401, 2.851], [4.430, 1.142, 2.184], [4.696, 2.407, 2.032], [5.598, 0.494, 2.419], [4.002, 0.650, 0.939], [3.205, 0.963, 5.659], [3.506, -0.407, 6.201], [4.580, -0.683, 6.187], [3.055, -0.594, 7.147], [3.082, -1.214, 5.598], [2.161, 1.165, 5.447], [3.631, 1.710, 6.380], [3.336, -0.364, 3.067], [3.978, -5.059, 1.104], [4.895, -4.075, 1.627], [3.238, -5.676, 2.009], [3.049, -4.226, 0.137], [3.795, -3.586, -0.801], [2.219, -5.095, -0.488], [2.275, -3.414, 0.876], [5.256, -4.254, 3.026], [6.293, -5.326, 3.146], [7.193, -5.044, 2.565], [6.531, -5.386, 4.169], [5.831, -6.272, 2.844], [4.375, -4.430, 3.621], [5.665, -3.321, 3.365], [4.702, -5.649, 0.423], [2.840, 0.339, -6.590], [3.299, -0.633, -7.447], [3.117, -0.035, -5.328], [3.442, 1.478, -6.960], [1.038, 0.467, -6.901], [0.796, 0.184, -8.261], [0.567, -0.535, -5.985], [0.804, 1.813, -6.437], [-3.165, -5.826, 0.132], [-4.382, -5.798, -0.457], [-3.326, -6.685, 1.161], [-2.246, -6.355, -0.679], [-2.775, -4.061, 0.701], [-2.681, -3.420, -0.577], [-3.893, -3.628, 1.564], [-1.536, -4.082, 1.474]],
  "forces_ev_per_a": [[0.76, -0.96, -0.42], [-1.17, 1.15, -1.67], [-0.86, -0.67, 1.32], [2.10, -0.16, -0.11], [0.65, -2.81, 0.83], [0.36, 1.55, -1.27], [0.16, 0.43, 0.61], [-0.91, 0.33, 1.17], [-0.29, 0.94, -1.11], [-0.58, 0.52, 0.41], [-0.14, -0.14, 0.95], [0.45, 0.47, 0.54], [-0.98, 0.71, -0.55], [0.23, -0.79, -0.25], [0.94, -0.33, 0.92], [0.11, 0.21, -0.37], [0.49, 0.32, -0.26], [0.47, 0.60, -0.77], [-0.86, -0.20, -0.37], [-0.23, 0.15, -0.86], [-0.93, -0.27, 1.32], [-0.08, -0.09, 0.13], [0.14, -0.23, -0.31], [0.31, 0.47, -0.78], [0.38, -0.15, -0.01], [0.03, -0.31, 0.49], [-0.31, -0.87, 0.05], [-0.13, 0.33, 0.13], [-0.01, -0.20, 0.12], [0.09, -0.03, 0.12], [1.21, 0.29, 3.02], [2.84, 0.76, -2.34], [-3.72, -0.78, -0.69], [-0.50, -1.59, 0.06], [-0.76, 0.59, -0.73], [0.30, -1.03, 0.02], [-0.72, 0.47, 0.00], [0.41, 1.10, 0.65], [-0.04, 0.58, 0.07], [1.07, -0.76, 0.23], [-0.23, 0.81, 0.20], [-0.29, 0.16, -0.07], [-1.56, -0.09, -1.53], [0.06, -0.19, -0.25], [-0.14, -0.07, -0.29], [0.44, -0.68, 0.55], [0.45, 0.07, 0.62], [1.16, -1.43, 0.09], [0.81, 0.29, 0.46], [-0.25, -0.47, -0.05], [-0.23, 0.67, 0.29], [0.02, 0.12, -0.24], [-0.52, -0.26, 1.16], [0.24, -0.04, -0.22], [-0.13, -0.67, -0.17], [0.24, -0.09, -0.14], [0.40, 0.64, -0.07], [-0.16, 1.00, -0.90], [-0.31, 0.12, -0.14], [0.07, 0.67, 0.35], [0.02, -0.20, 0.28], [1.24, 1.48, -0.17], [0.20, -2.84, 0.74], [-1.11, -0.85, -0.45], [-3.12, 0.30, -1.52], [-0.61, -0.39, -0.02], [-0.83, -0.06, 0.83], [0.12, -1.31, -0.76], [0.82, 1.52, -0.59], [0.33, 0.29, 1.81], [-0.57, 0.23, -1.10], [0.39, -0.22, -0.12], [0.41, 0.23, -0.05], [-0.39, 0.12, 0.70], [0.14, -0.93, 0.38], [-0.53, 0.48, -0.91], [0.52, 0.98, -0.19], [-0.15, 0.70, -0.39], [0.62, 0.52, 0.90], [0.13, 0.10, 1.09], [1.17, 0.11, -0.52], [0.83, -0.65, -1.06], [0.32, 0.88, 0.25], [0.33, 0.53, 0.25], [-0.54, 0.64, 0.70], [0.01, 0.01, -0.29], [0.64, -0.49, 1.06], [-0.33, -0.89, -0.07], [-0.19, -0.32, -0.69], [0.12, -0.01, 0.08], [1.52, -0.58, -0.34], [-0.62, -0.35, 0.99], [-0.88, -0.87, -1.32], [1.89, -0.76, 0.20], [-0.64, -1.00, -0.18], [1.18, -0.22, 1.11], [0.21, -0.24, -0.47], [-0.17, 0.14, 0.71], [-0.33, 0.25, -0.02], [0.32, -0.13, 0.61], [0.24, 0.16, -0.06], [-0.12, 0.41, 0.19], [-1.17, 0.69, -0.19], [-0.13, 0.13, -0.23], [-0.24, -0.13, 0.26], [0.22, -0.21, 0.66], [0.23, 0.73, -0.56], [-0.07, 1.30, 0.68], [-0.05, 0.32, -0.37], [0.01, -0.29, -0.33], [-0.93, 0.20, -0.85], [-0.32, -0.05, 0.61], [0.81, 0.11, 0.01], [-0.13, -0.02, -0.06], [-0.15, 0.32, -0.14], [-0.49, -0.29, -0.46], [0.11, 0.06, 0.04], [0.33, 0.00, -0.05], [-0.10, -0.61, 0.14], [-0.72, 1.06, -0.01], [-0.56, 1.23, -0.06], [0.26, 0.52, 0.77], [1.50, -1.45, 1.19], [-1.97, -0.15, 1.64], [0.24, -1.90, -0.11], [-0.21, -1.25, 0.37], [1.45, 1.32, -1.56], [-0.58, -2.37, 0.41], [-0.27, 0.33, -0.18], [0.46, -1.04, -0.14], [0.09, -0.18, 0.49], [0.48, -0.68, -0.12], [0.33, 0.01, 0.05], [0.39, -0.24, -0.80], [-0.21, 0.21, -1.25], [-1.31, 0.87, -0.26], [0.07, 0.25, -0.88], [0.20, 0.53, 0.54], [-0.49, 0.55, 0.07], [-0.80, 0.60, -1.48], [0.90, 1.12, 0.21], [-0.74, -0.53, -0.04], [-0.87, -0.16, 0.91], [-0.36, 0.45, 0.31], [1.20, 0.84, 0.91], [0.26, 0.55, 0.07], [0.62, -0.24, -0.40], [-0.59, -0.02, -0.25], [0.87, 0.40, -0.51], [-0.27, -0.21, 0.23], [-0.19, 0.52, -1.80], [-1.49, -1.62, 1.75], [0.48, -0.35, 0.48], [0.35, 1.17, 0.49], [0.56, -0.13, -0.43], [0.06, -0.24, 1.88], [-0.02, -1.18, 1.44], [0.52, 1.62, 0.37], [0.02, -0.46, -1.28], [0.57, -0.50, -0.10], [0.16, -0.17, 0.10], [0.66, 0.08, 0.59], [0.31, -1.23, 1.19], [0.39, 0.97, -0.42], [-0.52, 1.41, -1.31], [0.37, -0.05, 0.09], [-0.03, -0.29, 0.24], [0.06, 0.46, -0.49], [-0.15, -0.14, 0.42], [0.05, 0.30, -0.55], [-0.33, 0.05, -0.46], [-0.09, -0.16, -0.97], [-0.20, 0.42, -0.81], [-0.29, -0.89, -0.69], [0.63, -0.41, -0.26], [-0.47, -0.27, -0.15], [-0.03, 0.32, -0.16], [-0.73, 0.02, 0.51], [-0.35, 0.88, 0.13], [-0.37, -0.06, 0.15], [-0.31, -0.29, -0.29], [-0.10, -0.15, 1.34], [1.04, 0.00, -1.36], [0.14, 0.26, 0.20], [0.75, -0.57, -0.49], [0.23, 0.63, -0.64], [2.49, -0.60, -0.47], [-1.33, 0.63, 1.52], [0.29, -0.60, 0.10], [-0.34, -1.30, 0.44], [0.35, 0.21, 0.29], [-0.21, -0.14, -0.22], [0.09, -0.49, -0.05], [0.05, 0.40, 0.00], [0.44, -0.19, -0.15], [-0.06, 0.00, 0.10], [-0.90, 0.17, 0.10], [-0.55, 0.13, 0.13], [0.07, 0.13, 0.43], [0.23, 0.00, 0.17], [-0.38, 0.08, 0.06], [-1.96, 0.43, 0.00], [-0.51, 0.19, 1.02], [0.93, -0.74, 0.09], [-0.09, 0.52, -1.11], [0.20, 0.22, -0.86], [-0.37, -0.32, -0.03], [-1.01, 0.56, -0.49], [0.63, 1.39, 0.25], [0.18, -0.66, 0.01], [-1.76, 0.41, -0.49], [-1.34, 0.84, 0.62], [1.89, -0.29, 0.40], [0.87, -1.48, -0.35], [-1.74, -0.35, -1.82], [1.18, 0.47, 0.49], [-0.04, 0.57, -0.16], [-1.01, -0.33, 0.04], [2.48, 0.40, -0.30], [-0.53, 0.20, 1.68], [0.14, 0.10, -0.22], [0.40, -0.50, 0.38], [0.17, 0.13, 0.42], [-0.08, -1.64, 0.00], [0.43, -0.04, -0.10], [0.13, 0.99, 0.66], [-0.04, 0.51, -1.22], [-0.27, 1.01, 0.68], [1.16, -0.41, 0.04], [-0.45, 0.07, 0.41], [-1.49, -1.15, -0.19], [0.01, -0.86, 0.91], [0.13, 0.13, -0.32], [0.75, 0.32, -0.11], [-0.32, -0.15, -0.31], [-0.27, 0.47, 0.07], [-0.59, 0.47, 0.06], [1.23, 0.75, 0.28], [-0.91, -0.07, -0.39], [-0.09, -0.42, -0.98], [1.01, 0.71, 0.94], [-0.71, -0.08, 0.34], [-0.40, -1.77, -1.44], [1.65, -0.89, -0.73], [-2.15, 1.36, 1.68], [-1.10, 0.05, 0.65], [1.93, -0.64, 0.93], [-0.99, -2.18, 0.57], [1.58, 1.35, -2.27], [-0.98, -0.52, 0.53], [-0.24, 0.10, 0.78], [-0.86, 0.24, -0.96], [0.54, -0.34, -0.68], [0.36, -0.46, 0.00], [0.11, 0.21, -0.53], [0.82, 0.24, 0.29], [-0.32, 0.87, 1.11], [0.06, -0.01, 0.18], [-0.49, 0.34, -1.05], [-0.01, -0.17, -0.60], [0.15, 0.10, -0.30], [-0.18, 0.43, -0.87], [0.00, 0.15, -0.05], [-0.09, 0.54, 0.26], [0.03, 1.50, 0.48], [-0.07, -0.86, 0.43], [-0.37, -0.69, 0.69], [0.64, -1.22, -0.10], [-0.39, 1.00, 0.36], [0.61, 0.35, -0.77], [-0.23, -0.55, 0.40], [0.02, -0.86, 1.47], [1.26, -1.36, -1.43], [-0.97, -0.30, 0.30], [0.03, 0.28, 0.52], [-0.14, 0.46, -1.09], [0.62, 0.23, 0.06], [-0.98, 0.03, -1.88], [1.08, -0.52, 0.99], [0.23, -0.35, -0.43], [-0.34, 1.16, -0.59], [-1.31, 0.33, -0.19], [0.21, -0.44, 0.75], [0.77, -0.07, 0.50], [-0.07, 2.21, 0.76], [-1.27, -0.28, 0.29], [0.02, 1.30, -0.54], [0.89, 0.68, -0.69], [1.01, 0.37, 0.46], [-0.23, -0.52, 1.02], [-0.10, 0.12, -0.18], [0.35, 0.29, -0.38], [0.72, -0.39, 0.16], [-0.77, 0.05, -0.34], [0.08, -0.18, -0.13], [0.28, -0.07, 0.14], [-0.30, -0.38, -0.86], [-0.19, 0.00, 0.58], [-0.27, 0.21, 0.43], [-0.49, -0.85, -0.14], [-0.52, 0.59, -0.50], [0.64, 0.74, -1.43], [0.47, -0.53, 0.68], [-1.00, -1.93, -0.29], [0.24, 1.11, -0.17], [0.27, 0.02, -0.04], [0.67, 0.53, 0.61], [1.13, 0.03, 0.27], [-0.01, -1.46, -0.58], [-0.46, 0.74, 0.37], [-0.05, 0.09, 1.20], [-0.24, 0.21, -0.48], [-0.41, -0.12, 0.32], [-0.61, -0.34, -0.63], [-0.40, 0.38, 0.49], [-0.14, -0.17, 0.19], [0.29, 1.01, 1.11], [0.49, -0.25, -0.94], [1.45, -1.68, 1.93], [-1.07, 0.49, -0.01], [-0.17, 0.53, -0.76], [0.55, 0.45, -1.67], [-0.31, 0.20, -1.64], [-0.34, -0.01, -0.92], [-0.48, -0.46, 0.20], [0.68, -0.34, 1.41], [0.46, 0.04, -0.16], [-0.37, -0.39, 0.12], [0.21, 0.76, -0.08], [-1.07, -0.13, 0.36], [-0.36, -1.15, -1.63], [0.33, 0.37, 0.88], [0.33, 0.74, -0.85], [0.48, -0.22, 0.77], [0.38, 0.59, 3.35], [-0.08, -0.14, -2.45], [-0.75, -1.08, 0.57], [-0.34, 0.71, -0.39], [-1.26, 0.17, 1.46], [0.77, 0.06, -0.53], [0.55, 0.24, 0.03], [-0.24, 0.21, -0.13], [-0.24, 0.54, 2.32], [-0.04, 0.42, -1.11], [0.50, -0.87, -1.39], [-0.21, -0.82, -0.74]],
  "mulliken_charge": [-1.536, -0.116, -0.764, 0.244, -0.562, -1.728, 1.958, -0.245, -0.402, -1.029, 0.247, 0.431, 0.482, 0.344, 0.416, 0.296, 0.588, 0.217, 0.713, 0.633, 0.523, -0.538, -0.490, -0.673, 0.611, 0.153, 0.405, 0.527, 0.344, 0.325, -1.520, 0.766, -1.347, 0.754, -1.438, -0.434, 0.080, 1.167, -1.697, -0.798, 0.372, 0.340, 0.480, 0.011, 0.233, 0.447, 0.421, 0.502, 0.611, 0.629, 0.263, 0.282, -0.367, 0.027, -0.263, 0.302, 0.310, 0.531, 0.117, 0.349, 0.900, -0.544, 1.296, 1.619, 0.393, -0.559, -0.744, -0.400, 0.729, -1.018, -0.272, -0.854, -0.121, 0.261, 0.225, -0.660, 0.053, -0.563, 0.356, 0.703, -0.196, -0.352, 0.762, 0.836, -0.341, -0.562, -0.415, 0.075, -0.315, 0.781, -1.907, 1.868, -0.508, 1.190, -1.024, -0.828, 0.217, 0.985, 0.576, -0.864, 0.423, 0.199, 0.534, -0.500, -0.496, -0.439, 0.754, 0.112, 0.454, 0.413, 0.318, -0.155, 0.252, -0.302, -0.349, -0.301, -0.453, 0.201, 0.272, 0.363, -1.324, -0.792, 1.412, 1.360, -0.575, 0.939, -1.686, 0.351, -0.331, 1.365, 0.050, 0.114, 0.504, 0.405, 0.299, -0.777, 0.061, 0.786, -0.565, 0.673, -0.848, 0.499, 0.529, 0.761, -0.804, 0.956, -0.808, -0.198, -0.358, -1.221, -1.534, -0.070, -0.465, 0.540, -0.066, -0.867, -0.187, -0.760, -0.286, -1.017, 0.378, 0.372, 0.412, 0.322, 0.311, 0.533, -0.232, 0.009, 0.451, 0.434, 0.325, -0.140, 0.476, 0.459, 0.288, -0.038, 0.469, 0.375, 0.351, 0.338, -1.399, 0.033, -0.613, 0.230, -0.334, -0.583, -0.022, -0.837, -0.189, -0.952, 0.420, 0.269, 0.375, 0.214, 0.401, 0.529, 0.012, -0.006, 0.402, 0.088, 0.376, -0.103, 0.380, 0.443, 0.270, 0.152, 0.418, 0.293, 0.355, 0.464, -1.597, 0.141, -1.218, 1.067, -0.325, -0.768, -0.822, -0.711, -0.359, -1.004, 0.365, 0.407, 0.380, -0.340, 0.435, 0.495, 0.716, 0.425, 0.135, 0.343, 0.471, 0.559, 0.256, 0.235, 0.473, -0.300, 0.853, 0.025, 0.398, 0.350, -0.894, 0.456, -0.697, 0.477, -0.726, -0.742, -0.791, -0.689, -0.415, -0.966, 0.407, -0.033, 0.076, 0.545, -0.381, -0.085, 0.554, 0.494, 0.494, 0.288, 0.461, 0.466, 0.283, 0.337, 0.455, 0.140, 0.517, 0.533, -0.110, 0.450, 0.125, -0.451, 0.514, 0.564, -0.436, 0.103, -0.187, -0.166, -1.232, 0.423, 0.249, 0.224, 0.310, 0.164, -1.024, -0.874, 0.312, -0.039, 0.163, -0.393, -0.179, -0.124, -0.316, -0.803, 0.498, -0.027, 0.004, 0.541, 0.199, -0.050, 1.415, -0.460, -0.128, -0.227, -0.282, -0.413, 0.038, 0.663, -1.253, 0.344, 0.427, 0.038, -0.412, 0.284, -1.157, -0.567, 0.283, -0.608, 0.030, -0.218, -0.067, 0.261, 0.055, -1.296, 0.217, 0.549, 0.058, -0.145, 0.525, -0.042, 0.779, -0.249, -0.077, -0.207, 0.191, -0.846, -0.208, -0.601, 0.229, -0.228, -0.242, -0.148, 0.752, -0.503, -0.486, -0.774],
  "homo_energy_ev": -11.392,
  "e_lumo_ev": -3.898,
  "total_charge": 3,
  "multiplicity": 1,
  "orbital_gap_ha": 0.2754
}